(1)
This record from the OMol25 dataset describes 2 unconnected molecules or ions with the total composition C5H11NO2. The level of theory is ωB97M-V/def2-TZVPD.

Structure (XYZ):
```
19
Properties=species:S:1:pos:R:3:nbo_charge:R:1
O 0.47199 3.66611 1.16168 -0.935
O -1.13915 0.56479 -3.10887 -0.598
N -0.18166 0.22833 -1.08343 -0.633
C 0.45103 -1.60682 2.14582 -0.170
C -0.21838 0.14604 -2.43831 0.528
C -0.22397 -2.73630 2.01648 -0.397
C 0.54206 -0.71525 -0.23143 -0.210
C 0.25922 -0.39769 1.24461 -0.453
H -0.11309 -3.54060 2.73376 0.206
H 1.61594 -0.55662 -0.33828 0.203
H -1.01584 -2.86918 1.28664 0.190
H -0.99445 0.68041 -0.69185 0.390
H 0.24325 -1.72491 -0.47166 0.194
H 0.89366 0.43021 1.54997 0.223
H 1.20754 -1.49889 2.91142 0.203
H 0.70151 3.68386 0.22745 0.472
H -0.25551 3.03697 1.22518 0.465
H 0.67110 -0.25470 -2.93245 0.113
H -0.78292 -0.10061 1.40941 0.207
```

The energy above the lowest of the compared OMol25 structures with the same formula, charge and spin comes out at 156.72 kJ/mol. The calculation puts the HOMO energy at -9.9 eV. The frontier orbital gap is 0.38676 Ha. As for the SMILES: C=CCCNC=O.O. The value obtained for the LUMO energy is 0.62 eV.



(2)
This record from the OMol25 dataset describes a single C2H5NS2 molecule. The level of theory is ωB97M-V/def2-TZVPD.

Structure (XYZ):
```
10
Properties=species:S:1:pos:R:3:nbo_charge:R:1
S 0.12452 1.78803 1.11994 -0.023
S 1.30424 -0.25739 -1.73780 -0.081
N -1.16294 -0.97202 -0.66536 -0.809
C 0.12696 -0.37115 -0.59609 0.101
C 0.46136 0.02870 0.84058 -0.603
H 1.50696 -0.22033 0.98391 0.249
H -1.28894 -1.37249 -1.55228 0.398
H -0.15143 -0.49371 1.56025 0.232
H 0.94977 2.29755 0.22541 0.134
H -1.87048 -0.42719 -0.17856 0.402
```

The energy above the lowest of the compared OMol25 structures with the same formula, charge and spin comes out at 48.79 kJ/mol. The calculation puts the HOMO energy at -8.8 eV. The frontier orbital gap is 0.32931 Ha. As for the SMILES: NC(=S)CS. The value obtained for the LUMO energy is 0.16 eV.



(3)
This record from the OMol25 dataset describes a molecular structure, C37H32ClErOP2. The level of theory is ωB97M-V/def2-TZVPD.

Structure (XYZ):
```
74
Properties=species:S:1:pos:R:3:lowdin_spin:R:1
Er 0.62677 -0.05122 0.04799 3.031
Cl 2.97315 -0.20938 0.64877 -0.015
P 0.11508 2.68747 -0.04237 -0.007
P -0.28057 -2.68809 0.01150 -0.002
O -0.38666 0.05669 3.83233 0.000
C 1.21862 3.09804 -1.42706 -0.001
C -1.93099 -3.94048 -1.84482 0.000
C 2.65769 -3.18029 -2.82272 0.000
C 1.60544 2.12402 -2.36905 -0.001
C -3.04414 -2.54737 -0.22133 0.000
C -0.12523 -3.42535 1.63968 -0.001
C 1.62949 -2.61712 -2.04295 0.000
C -1.18105 -4.16862 2.19976 -0.001
C -1.00739 -4.75125 3.45667 0.000
C 2.61837 -5.15199 -1.52844 0.000
C 1.03661 -3.21635 2.40098 0.000
C 1.08030 -3.35887 -0.97639 0.001
C -4.25988 -2.89587 -0.80340 0.000
C -0.10279 0.07246 2.70860 -0.002
C 0.22320 3.64209 2.57204 -0.001
C -1.52190 3.43135 -0.22751 -0.001
C 3.16098 -4.46002 -2.59903 0.000
C -1.85994 -3.11218 -0.72625 0.000
C -1.64144 4.67419 -0.83096 -0.001
C 0.97308 3.37372 1.40743 0.000
C -2.68019 2.78682 0.21257 0.000
C 1.17145 -3.83959 3.63536 0.000
C 0.85166 4.20159 3.69016 0.000
C 0.16187 -4.62754 4.19294 0.000
C -4.08454 4.63944 -0.52640 0.000
C -3.18053 -4.27331 -2.35677 0.000
C -3.93511 3.38472 0.03407 0.000
C 2.46844 4.74484 -2.70643 0.000
C -4.37573 -3.78421 -1.85599 0.001
C 2.40981 2.51314 -3.46088 0.000
C -2.91719 5.23909 -0.93470 0.000
C 1.60480 -4.63162 -0.72049 0.000
C 1.70523 4.40070 -1.58024 0.000
C 2.84087 3.81870 -3.66709 0.000
C 2.36365 3.53214 1.46641 0.000
C 2.94064 4.11089 2.58782 0.000
C 2.21539 4.47128 3.72394 -0.001
H 3.00878 -6.14960 -1.31207 0.000
H -1.00884 -4.26339 -2.34280 0.000
H -1.84287 -5.30989 3.89201 0.000
H 2.79580 5.77972 -2.82660 0.000
H -5.33915 -4.07505 -2.26544 0.000
H 3.10152 -2.59648 -3.64069 0.000
H 1.25061 -5.18237 0.14599 0.000
H 2.68438 4.92990 4.59900 0.000
H 3.43238 4.10855 -4.54221 0.000
H -2.98722 -1.77683 0.54842 0.000
H 1.28797 -1.60262 -2.28596 0.000
H -0.70924 -0.19260 -1.34069 -0.004
H -3.01390 6.20642 -1.38202 0.000
H 2.72126 1.76912 -4.19641 0.000
H -5.16970 -2.43796 -0.42032 0.000
H -2.61381 1.78616 0.62519 0.000
H 1.29809 1.07613 -2.26476 -0.001
H -0.81766 3.33632 2.63911 0.000
H 0.28152 -5.11665 5.16136 0.000
H 0.25653 4.39985 4.58941 0.000
H 4.02059 4.23992 2.62869 0.000
H -3.22313 -4.93096 -3.20663 0.000
H 2.08220 -3.69843 4.21716 0.000
H -5.06689 5.08938 -0.62791 0.000
H -2.13950 -4.21203 1.68894 0.000
H 1.52349 5.12905 -0.79379 0.000
H 2.99107 3.10732 0.67611 0.000
H 1.80751 -2.51719 2.06267 0.000
H 3.93710 -4.89633 -3.24159 0.000
H -0.75332 5.14017 -1.22721 0.000
H -1.10382 -0.05008 -0.09219 0.003
H -4.82904 2.83783 0.33751 0.000
```

The calculation puts the HOMO energy (spin up / spin down) at -14.0 / -14.0 eV. The multiplicity is 4. As for the expectation value of S²: 3.759. The charge is +2. The frontier orbital gap (spin up / spin down) is 0.15731 / 0.15903 Ha. The value obtained for the LUMO energy (spin up / spin down) is -9.71 / -9.65 eV.



(4)
This record from the OMol25 dataset describes a molecular structure, C2H4CuO. The level of theory is ωB97M-V/def2-TZVPD.

Structure (XYZ):
```
8
Properties=species:S:1:pos:R:3:nbo_charge:R:1
Cu -0.19984 0.90450 -1.90491 0.413
O -0.69156 1.51788 0.08266 -0.856
C 0.49416 -0.65808 -0.25341 -0.570
C -0.29787 0.12436 0.50207 -0.145
H 0.56538 -1.67800 0.16168 0.214
H -0.82006 -0.18226 1.42561 0.142
H -1.55378 1.82162 0.54167 0.474
H 2.50356 -1.85001 -0.55536 -0.671
```

The calculation puts the HOMO energy (spin up / spin down) at -1.2 / 0.0 eV. The charge is -1. The frontier orbital gap (spin up / spin down) is 0.14548 / 0.09857 Ha. The value obtained for the LUMO energy (spin up / spin down) is 2.74 / 2.65 eV.



(5)
This record from the OMol25 dataset describes a molecular structure, C28H36N3OPtS6Si. The level of theory is ωB97M-V/def2-TZVPD.

Structure (XYZ):
```
76
Properties=species:S:1:pos:R:3:mulliken_charge:R:1
Pt 0.31050 0.10450 0.37080 2.137
S 2.38290 0.13340 2.06170 -0.292
S 2.69100 1.43300 4.68660 0.021
S -0.50770 1.95720 1.84240 -0.388
S 1.98680 3.35170 6.84940 -0.108
S 0.25280 3.02550 4.45820 0.017
S -1.21460 3.05010 -1.01260 0.401
Si 1.74500 -1.35090 -2.27970 -0.700
O -1.31370 1.56220 -1.04050 -0.653
N -1.02360 -2.32950 -2.25580 0.047
N -0.73470 -1.29770 1.87660 -0.251
N -1.02480 -2.57170 3.64240 0.146
C 3.13880 -5.16980 -1.33120 -0.827
C -2.25920 -2.15200 3.24460 -0.723
C 3.76690 -3.74640 0.48740 -0.591
C -3.32270 -1.83930 -1.58140 -0.737
C 0.06120 -2.14300 -3.09640 -1.147
C 4.42820 -1.69200 -5.46220 -0.648
C 2.65340 -1.11670 -3.93260 0.724
C 2.76420 -0.09920 -6.12100 -0.712
C -1.99260 -1.28510 -2.12210 0.228
C 2.15010 -0.24100 -4.89180 -0.316
C -0.13570 -2.02730 2.79680 -0.608
C 1.50220 0.26400 -1.35380 -0.842
C -0.86350 -3.15360 -1.09600 0.561
C 2.54360 -4.09190 -1.95970 -0.171
C -2.17640 -3.89030 -0.75970 -0.912
C 3.90280 -0.83350 -6.41340 -0.497
C -2.06500 -1.35810 2.15210 -0.639
C 2.52370 -2.82620 -1.37170 0.761
C 1.76380 1.20250 3.21590 0.242
C 3.14980 -2.67550 -0.13810 -0.346
C -3.30280 -3.36290 -1.64520 -0.905
C 1.66600 2.64540 5.41350 0.092
C 3.80920 -1.83080 -4.23360 -0.327
C 3.75300 -5.00030 -0.10100 -0.535
C -0.73330 -3.34450 4.81940 -0.884
C 0.60620 1.95630 3.11670 0.018
C -1.34310 3.52000 -2.78670 -1.048
C -2.89340 3.59520 -0.51830 -1.016
H -4.15260 -1.44950 -2.17110 0.457
H -2.78460 -0.82590 1.56570 0.476
H 2.10200 -4.23970 -2.93520 0.391
H 3.13120 -6.14020 -1.80640 0.442
H 2.35270 0.57730 -6.85500 0.408
H 4.22500 -2.49970 -3.49550 0.346
H 0.26220 -3.77970 4.73800 0.312
H -2.95080 4.67410 -0.59670 0.465
H -3.63840 3.11930 -1.14580 0.304
H 1.26520 0.33830 -4.66930 0.296
H -2.13810 -0.83390 -3.10510 0.553
H 3.16870 -1.70380 0.33090 0.274
H -0.40050 3.26350 -3.25920 0.331
H -2.05770 -4.96100 -0.92960 0.399
H 2.47420 0.63180 -1.01750 0.694
H -0.55330 -2.49730 -0.25960 -0.353
H -1.51030 4.58710 -2.87000 0.439
H -2.43280 -3.74430 0.29140 0.290
H 4.21800 -5.84190 0.39200 0.408
H 0.41160 -3.09620 -3.48450 0.538
H -3.03780 3.29600 0.51520 0.291
H -2.14970 2.96240 -3.24700 0.314
H -3.11970 -3.67610 -2.67440 0.326
H -3.15280 -2.44920 3.75400 0.508
H -0.20280 -1.49560 -3.92510 0.680
H -0.05180 -3.86220 -1.26340 0.103
H -1.46490 -4.14240 4.94400 0.336
H 4.37620 -0.73760 -7.37900 0.387
H 5.31940 -2.26160 -5.67890 0.418
H -0.77810 -2.70820 5.70700 0.338
H 0.92360 -2.19450 2.85490 0.476
H 4.27050 -3.60040 1.43180 0.460
H -4.26010 -3.77820 -1.32720 0.488
H -1.59510 -0.50990 -1.44130 -0.419
H -3.47780 -1.53160 -0.54780 0.085
H 1.06400 1.01810 -2.00740 0.163
```

The calculation puts the HOMO energy (spin up / spin down) at -9.4 / -9.1 eV. The charge is +1. The frontier orbital gap (spin up / spin down) is 0.13424 / 0.12365 Ha. The value obtained for the LUMO energy (spin up / spin down) is -5.73 / -5.73 eV.



(6)
This record from the OMol25 dataset describes a molecular structure, C6H9NO. The level of theory is ωB97M-V/def2-TZVPD.

Structure (XYZ):
```
17
Properties=species:S:1:pos:R:3:nbo_charge:R:1
O -1.61679 1.41716 1.64067 -0.465
N 0.26955 0.22081 -1.68329 -0.349
C -1.44402 0.46753 0.97932 0.709
C -0.87064 -0.08413 -1.30460 0.082
C 1.32193 0.26309 -0.14382 -0.223
C -1.17880 -1.97067 0.41540 -0.597
C -1.09540 -0.48974 0.15160 -0.401
C 1.60978 1.72641 0.04939 -0.646
H 1.19200 -0.25895 0.80606 0.200
H -1.72518 -0.25085 -1.97491 0.185
H 2.10605 -0.27786 -0.66374 0.195
H 2.43778 1.84374 0.75540 0.216
H 0.74201 2.24624 0.45893 0.214
H -2.01088 -2.40419 -0.14286 0.218
H -1.33774 -2.18260 1.47283 0.224
H -0.26596 -2.46399 0.08025 0.217
H 1.86630 2.19801 -0.89660 0.223
```

The energy above the lowest of the compared OMol25 structures with the same formula, charge and spin comes out at 348.48 kJ/mol. The calculation puts the HOMO energy at -8.6 eV. The frontier orbital gap is 0.33478 Ha. The value obtained for the LUMO energy is 0.54 eV.



Short version: energy = -10947.643; -25315.320; -99638.654; -48818.797; -112264.961; -9901.992 eV, in the order given.